Here is a molecular structure, F18N9Na4O36S18 at a distorted geometry from OMol25. Energies are from the ωB97M-V functional and the def2-TZVPD basis.

Summary:
Strongest force on any atom in eV Å⁻¹: 6.47
Total energy in a.u.: -12815.73051
LUMO in eV: 6.18
Gap between HOMO and LUMO in Eh: 0.23493
HOMO energy in eV: -0.22

ORCA input file:
```
! RIJCOSX wB97M-V def2-TZVPD def2/J DEFGRID3
* xyz -5 1
S 2.295 -4.692 0.226
S 1.964 -3.295 -1.709
S -5.803 -1.253 2.841
S -2.867 -2.762 -5.291
S -0.501 0.309 -1.038
S 4.131 2.852 6.108
S -2.430 -5.178 1.411
S -2.518 -4.717 -0.953
S 4.388 -2.100 4.162
S 0.440 5.509 -5.942
S 1.752 5.905 1.093
S 1.327 6.286 -8.125
S -0.053 0.630 1.363
S -4.099 -2.476 -7.441
S 0.824 5.664 -1.156
S 2.104 3.306 4.781
S 1.963 -1.475 4.396
S -3.860 -1.695 4.217
Na 3.848 1.068 2.905
Na -2.911 -1.622 0.335
Na -0.279 -2.650 1.170
Na 2.996 -1.436 1.170
F -0.827 -0.985 -1.928
F -2.159 -3.497 -1.882
F 5.320 -2.495 2.887
F -0.890 4.701 -5.658
F 1.527 2.837 3.373
F 5.705 2.845 5.658
F -0.636 0.035 2.675
F -4.512 -1.155 -8.265
F 1.585 0.056 4.266
F -7.049 -2.164 2.413
F 1.542 5.611 -9.597
F 1.203 6.222 -2.611
F -2.301 -1.718 -4.203
F -2.215 -4.282 2.750
F 2.160 7.212 1.968
F -3.305 -2.816 5.206
F 1.885 -1.767 -2.124
F 1.530 -4.669 1.647
O 0.837 -3.840 -2.364
O 5.306 -1.393 4.987
O 0.071 6.866 -5.709
O 1.380 4.925 -5.062
O -3.748 -5.674 1.616
O -3.870 -5.001 -1.277
O 0.474 5.622 1.652
O 2.671 6.539 -7.698
O -5.351 -3.022 -7.039
O -0.573 5.878 -1.015
O 3.995 -3.400 4.580
O 1.618 -5.768 -0.388
O 3.664 -4.858 0.567
O -6.432 -0.172 3.504
O -1.512 1.199 -1.474
O -1.529 -5.676 -1.293
O 0.521 7.410 -8.516
O 1.326 2.584 5.733
O -1.291 -6.017 1.565
O -5.128 -1.089 1.595
O 0.870 -2.103 3.743
O 2.815 4.998 1.386
O -0.344 1.991 1.330
O 4.093 4.025 6.905
O -3.307 -3.145 -8.429
O 3.278 -3.591 -2.199
O -1.708 -3.518 -5.650
O 4.075 1.548 6.681
O -4.007 -0.587 5.103
O 1.349 0.220 1.430
O -3.958 -3.397 -4.628
O -2.857 -1.574 3.207
O 1.960 4.717 4.678
O 1.363 4.342 -1.226
O 0.845 0.548 -1.390
O 2.182 -1.616 5.784
N 1.782 6.668 -0.344
N -2.264 -3.870 0.502
N 3.635 2.894 4.541
N 3.320 -1.250 3.389
N 0.558 5.038 -7.511
N 1.824 -3.131 -0.122
N -3.179 -1.615 -6.364
N -0.856 -0.444 0.331
N -5.174 -2.415 3.790
*
```

=====

Here is a molecular structure, F18OP3V at a distorted geometry from OMol25. Energies are from the ωB97M-V functional and the def2-TZVPD basis.

Summary:
<S²>: 0.778
Strongest force on any atom in eV Å⁻¹: 4.84
Total energy in a.u.: -3841.69419
LUMO (spin up / spin down) in eV: -0.15 / 0.45
Gap between HOMO and LUMO (spin up / spin down) in Eh: 0.35219 / 0.37440
HOMO energy (spin up / spin down) in eV: -9.74 / -9.74

ORCA input file:
```
! RIJCOSX wB97M-V def2-TZVPD def2/J DEFGRID3
* xyz -1 2
V -5.298 1.048 -2.862
P -8.206 0.841 -2.293
P -5.831 -1.029 -5.679
P -3.149 -0.736 -1.480
F -4.155 -1.928 -1.861
F -1.872 -1.394 -2.163
F -7.381 1.520 -3.495
F -8.932 2.191 -1.965
F -4.236 -1.136 -5.884
F -6.948 1.167 -1.249
F -5.642 0.375 -4.797
F -9.033 0.013 -1.172
F -2.266 0.527 -0.958
F -9.296 0.293 -3.327
F -2.803 -1.501 -0.120
F -7.279 -0.459 -2.569
F -7.404 -1.015 -5.270
F -6.032 -2.417 -6.491
F -3.440 -0.030 -2.961
F -6.069 -0.117 -6.961
F -4.466 0.124 -0.906
F -5.594 -1.852 -4.304
O -4.784 2.519 -2.908
*
```

=====

Here is a molecular structure, F24InNO3P4 at a distorted geometry from OMol25. Energies are from the ωB97M-V functional and the def2-TZVPD basis.

Summary:
Strongest force on any atom in eV Å⁻¹: 2.57
Total energy in a.u.: -4233.30202
LUMO in eV: -5.86
Gap between HOMO and LUMO in Eh: 0.05513
HOMO energy in eV: -7.36

ORCA input file:
```
! RIJCOSX wB97M-V def2-TZVPD def2/J DEFGRID3
* xyz -2 1
In -0.034 1.013 0.793
P 3.636 -2.274 1.008
P 3.301 4.437 -1.517
P -1.855 0.420 -4.306
P -3.256 -3.658 1.493
F -1.869 -3.666 0.717
F 3.642 5.946 -1.149
F -3.380 -5.298 1.593
F -0.432 1.111 -4.863
F 3.954 -0.636 1.225
F -3.175 -0.239 -3.613
F 2.232 -2.253 1.809
F -1.998 1.560 -3.196
F -4.689 -3.563 2.272
F 3.007 5.063 -3.010
F -2.782 1.267 -5.353
F 5.145 -2.208 0.346
F 3.405 3.943 0.002
F 4.378 -2.509 2.420
F 1.740 4.570 -1.097
F -0.960 -0.386 -3.236
F -3.257 -2.055 1.268
F -4.002 -3.648 0.069
F 3.573 -3.838 0.607
F 4.920 4.288 -1.787
F 2.891 -1.857 -0.362
F -2.402 -3.609 2.886
F -1.830 -0.798 -5.306
F 3.029 2.946 -2.065
O -3.828 0.537 6.115
O -2.605 1.332 4.569
O -3.281 2.572 6.073
N -3.218 1.489 5.597
*
```

=====

Here is a molecular structure, F2FeH10O5 at a distorted geometry from OMol25. Energies are from the ωB97M-V functional and the def2-TZVPD basis.

Summary:
<S²>: 8.759
Strongest force on any atom in eV Å⁻¹: 5.10
Total energy in a.u.: -1845.38256
LUMO (spin up / spin down) in eV: -4.33 / -7.02
Gap between HOMO and LUMO (spin up / spin down) in Eh: 0.32524 / 0.22605
HOMO energy (spin up / spin down) in eV: -13.18 / -13.17

ORCA input file:
```
! RIJCOSX wB97M-V def2-TZVPD def2/J DEFGRID3
* xyz 1 6
Fe -0.078 0.095 -0.128
F 1.632 1.241 0.366
F -1.590 1.483 0.412
O -0.078 0.981 -2.254
O -1.496 -1.281 -0.832
O -0.111 2.299 2.636
O 1.166 -1.321 -1.026
O 0.160 -0.986 1.699
H -0.423 1.863 1.842
H 0.624 0.648 -2.813
H -0.419 1.742 -2.725
H 0.936 -1.355 2.122
H 2.052 -1.081 -1.299
H -2.296 -1.286 -1.357
H -1.505 -2.120 -0.372
H -0.542 -1.109 2.339
H 1.151 -2.277 -1.078
H 0.816 2.466 2.469
*
```

=====

Here is a molecular structure, F2H10NNa2O9S2 at a distorted geometry from OMol25. Energies are from the ωB97M-V functional and the def2-TZVPD basis.

Summary:
Strongest force on any atom in eV Å⁻¹: 8.93
Total energy in a.u.: -2058.32690
LUMO in eV: -5.64
Gap between HOMO and LUMO in Eh: 0.21137
HOMO energy in eV: -11.39

ORCA input file:
```
! RIJCOSX wB97M-V def2-TZVPD def2/J DEFGRID3
* xyz 1 1
S 3.804 -1.892 -0.210
S 2.504 -2.334 -2.149
Na -0.809 0.654 0.724
Na -1.020 -3.909 0.974
F 3.649 -1.678 1.387
F 1.116 -1.719 -2.661
O -4.028 -1.402 -0.207
O 2.328 -3.759 -2.571
O -2.668 2.030 -2.512
O -2.763 3.927 2.484
O 4.539 -0.671 -0.610
O 4.623 -3.109 -0.292
O 3.476 -1.638 -3.002
O 2.177 3.535 -1.039
O -1.118 -1.342 4.306
N 2.294 -2.029 -0.522
H -0.471 -1.573 4.973
H -4.854 -1.096 0.168
H -1.870 -1.021 4.804
H 2.338 3.303 -1.954
H -1.917 4.260 2.783
H -3.562 2.362 -2.592
H 2.139 4.492 -1.038
H -2.270 2.204 -3.366
H -4.267 -1.736 -1.072
H -3.370 4.142 3.192
*
```

=====

Here is a molecular structure, F2H12NNa3O10S2 at a distorted geometry from OMol25. Energies are from the ωB97M-V functional and the def2-TZVPD basis.

Summary:
Strongest force on any atom in eV Å⁻¹: 11.26
Total energy in a.u.: -2296.92400
LUMO in eV: -7.14
Gap between HOMO and LUMO in Eh: 0.31996
HOMO energy in eV: -15.85

ORCA input file:
```
! RIJCOSX wB97M-V def2-TZVPD def2/J DEFGRID3
* xyz 2 1
S 8.273 12.512 -5.978
S 8.481 14.748 -5.272
Na 4.263 15.129 -5.378
Na 10.395 14.245 -1.841
Na 9.678 14.920 -8.454
F 9.121 11.585 -6.971
F 9.161 16.160 -5.763
O 8.531 11.983 -4.678
O 8.285 12.466 -2.005
O 6.858 9.420 -7.403
O 11.869 13.925 -6.394
O 7.309 13.518 -9.084
O 7.101 15.092 -5.369
O 11.520 16.543 -7.724
O 9.181 14.761 -3.970
O 6.942 12.361 -6.575
O 11.614 12.791 -3.460
N 9.107 13.947 -6.384
H 11.784 17.406 -7.403
H 6.327 9.703 -8.148
H 12.156 13.646 -5.524
H 8.446 12.264 -2.927
H 6.834 10.161 -6.797
H 10.914 12.371 -3.961
H 7.454 12.915 -8.355
H 10.914 13.873 -6.359
H 11.401 16.018 -6.933
H 7.340 12.605 -1.950
H 12.421 12.455 -3.849
H 6.618 13.106 -9.602
*
```

=====

Here is a molecular structure, F2H2NPS at a distorted geometry from OMol25. Energies are from the ωB97M-V functional and the def2-TZVPD basis.

Summary:
Strongest force on any atom in eV Å⁻¹: 4.45
Total energy in a.u.: -995.25358
LUMO in eV: -1.37
Gap between HOMO and LUMO in Eh: 0.32440
HOMO energy in eV: -10.20

ORCA input file:
```
! RIJCOSX wB97M-V def2-TZVPD def2/J DEFGRID3
* xyz 0 1
S 2.091 0.799 0.862
P 0.691 -0.305 0.175
F 1.158 -1.027 -1.193
F 0.380 -1.667 1.013
N -1.488 0.355 -0.362
H -1.141 1.047 -1.023
H -1.692 0.798 0.529
*
```

=====

Here is a molecular structure, F2H3INO5PS3 at a distorted geometry from OMol25. Energies are from the ωB97M-V functional and the def2-TZVPD basis.

Summary:
Strongest force on any atom in eV Å⁻¹: 1.46
Total energy in a.u.: -2466.03057
LUMO in eV: -2.32
Gap between HOMO and LUMO in Eh: 0.25617
HOMO energy in eV: -9.29

ORCA input file:
```
! RIJCOSX wB97M-V def2-TZVPD def2/J DEFGRID3
* xyz 0 1
I 4.654 3.763 0.546
S 1.948 1.618 0.133
S -0.492 -1.722 0.372
S -2.616 -3.083 -0.459
P 2.267 3.643 0.960
F 0.164 -1.596 1.821
F -3.139 -1.640 -0.895
O -1.986 -3.579 -1.631
O -0.884 -0.355 0.118
O 0.587 -2.220 -0.411
O 1.569 4.580 -0.133
O -3.786 -3.721 0.017
N -1.633 -2.726 0.737
H 0.759 4.168 -0.497
H 0.715 1.139 0.522
H 1.872 1.732 -1.198
*
```

=====

Here is 2 unconnected molecules or ions with the total composition F2H3N2PS at a distorted geometry from OMol25. Energies are from the ωB97M-V functional and the def2-TZVPD basis.

Summary:
Strongest force on any atom in eV Å⁻¹: 2.55
Total energy in a.u.: -1050.55190
LUMO (spin up / spin down) in eV: -1.98 / -1.97
Gap between HOMO and LUMO (spin up / spin down) in Eh: 0.24098 / 0.24107
HOMO energy (spin up / spin down) in eV: -8.53 / -8.53

ORCA input file:
```
! RIJCOSX wB97M-V def2-TZVPD def2/J DEFGRID3
* xyz 0 1
S -1.468 1.166 -1.428
P -0.017 0.053 -0.750
F 0.417 0.626 0.758
F 1.565 2.646 -0.658
N -0.243 -2.157 0.937
N -0.687 -1.453 -0.014
H 0.201 -1.578 1.659
H 1.348 2.716 0.250
H -1.117 -2.019 -0.754
*
```

=====

Here is 2 unconnected molecules or ions with the total composition F2H4N3OP at a distorted geometry from OMol25. Energies are from the ωB97M-V functional and the def2-TZVPD basis.

Summary:
<S²>: 2.006
Strongest force on any atom in eV Å⁻¹: 5.16
Total energy in a.u.: -782.81391
LUMO (spin up / spin down) in eV: 0.75 / -1.87
Gap between HOMO and LUMO (spin up / spin down) in Eh: 0.28379 / 0.32903
HOMO energy (spin up / spin down) in eV: -6.97 / -10.83

ORCA input file:
```
! RIJCOSX wB97M-V def2-TZVPD def2/J DEFGRID3
* xyz 0 3
P -0.707 -0.707 -0.038
F 1.734 1.410 -0.376
F 2.784 -0.311 0.447
O -1.133 -2.033 -0.279
N -0.581 -0.151 1.544
N 2.146 0.102 -0.696
N -1.408 0.385 -1.074
H 0.389 -0.326 1.898
H -1.725 -0.245 -1.763
H -0.646 1.079 -1.319
H -0.852 0.796 1.656
*
```

=====

Here is 2 unconnected molecules or ions with the total composition F2HNS at a distorted geometry from OMol25. Energies are from the ωB97M-V functional and the def2-TZVPD basis.

Summary:
Strongest force on any atom in eV Å⁻¹: 2.19
Total energy in a.u.: -653.20422
LUMO in eV: -2.05
Gap between HOMO and LUMO in Eh: 0.38660
HOMO energy in eV: -12.57

ORCA input file:
```
! RIJCOSX wB97M-V def2-TZVPD def2/J DEFGRID3
* xyz 0 1
S 2.866 -0.271 0.497
F 2.697 1.178 -0.626
F 0.445 0.185 -0.914
N 4.030 -0.974 0.161
H 1.314 0.479 -0.758
*
```